Below is a 4-piece molecular cluster, C22H54N6O12P overall in a non-equilibrium geometry, with properties calculated with the ωB97M-V functional and the def2-TZVPD basis.

Last columns: bonded neighbours and bond lengths (Å).
Positions of all 95 atoms, in Å:
1 N -9.36039 0.11302 -0.41496  C2 1.542, H15 1.063, H16 1.062
2 C -9.38316 0.87938 0.92246  N1 1.542, N3 1.533, H17 1.179, H18 1.184
3 N -7.90836 1.13980 1.25085  C2 1.533, C4 1.373, H19 1.044
4 C -7.16403 0.04689 1.62129  N3 1.373, N5 1.529, N14 1.518
5 N -7.55143 -1.42060 1.80628  C4 1.529, C6 1.518
6 C -6.20842 -2.02261 2.17775  N5 1.518, N7 1.513, N8 1.515
7 N -6.08075 -3.51021 2.42267  C6 1.513, H20 1.044, H21 1.064
8 N -5.16565 -0.92437 2.19958  C6 1.515, C9 1.513, N14 1.409
9 C -3.69077 -1.04414 2.51447  N8 1.513, P10 1.910, H22 1.191, H23 1.194
10 P -2.86862 -2.67309 1.95059  C9 1.910, O11 1.612, O12 1.761, O13 1.742
11 O -1.34457 -2.31943 1.56050  P10 1.612
12 O -2.83294 -3.73105 3.35784  P10 1.761, H24 1.010
13 O -3.56636 -3.40134 0.53069  P10 1.742, H25 1.017
14 N -5.69940 0.34244 1.89188  C4 1.518, N8 1.409, H26 1.051
15 H -9.19654 -0.91671 -0.20832  N1 1.063
16 H -8.46923 0.45796 -0.87827  N1 1.062
17 H -9.93526 0.27571 1.77193  C2 1.179
18 H -9.94437 1.91544 0.81109  C2 1.184
19 H -7.56106 2.11611 1.12073  N3 1.044
20 H -6.22172 -3.76924 3.42446  N7 1.044
21 H -6.80064 -3.98661 1.80000  N7 1.064
22 H -3.13538 -0.15432 1.94973  C9 1.191
23 H -3.54346 -0.80431 3.67434  C9 1.194
24 H -2.44551 -3.22236 4.14005  O12 1.010
25 H -4.35255 -2.83646 0.21780  O13 1.017
26 H -5.20909 1.27084 1.85395  N14 1.051
27 C 4.19256 -1.50406 -3.37486  O28 1.418, H36 1.091, H37 1.093, H38 1.096
28 O 3.67004 -2.74354 -2.92519  C27 1.418, C29 1.428
29 C 4.58452 -3.45431 -2.08988  O28 1.428, C30 1.531, H39 1.099, H40 1.096
30 C 3.83021 -4.27429 -1.03985  C29 1.531, O31 1.435, H41 1.097, H42 1.091
31 O 3.29102 -3.48393 0.02944  C30 1.435, C32 1.435
32 C 2.16324 -2.66039 -0.30024  O31 1.435, C33 1.531, H43 1.092, H44 1.096
33 C 0.88134 -3.45404 -0.56909  C32 1.531, O34 1.428, H45 1.093, H46 1.096
34 O 0.92923 -4.05637 -1.86327  C33 1.428, C35 1.418
35 C 0.15253 -5.23972 -1.94317  O34 1.418, H47 1.094, H48 1.093, H49 1.093
36 H 5.03842 -1.67168 -4.04383  C27 1.091
37 H 3.40351 -0.97687 -3.91717  C27 1.093
38 H 4.49809 -0.88041 -2.52744  C27 1.096
39 H 5.26963 -2.76052 -1.58289  C29 1.099
40 H 5.16585 -4.12393 -2.73479  C29 1.096
41 H 4.54943 -4.95182 -0.56425  C30 1.097
42 H 3.06222 -4.90728 -1.48790  C30 1.091
43 H 2.40055 -1.97805 -1.11907  C32 1.092
44 H 1.99176 -2.03585 0.58409  C32 1.096
45 H 0.01888 -2.78217 -0.55095  C33 1.093
46 H 0.76000 -4.21530 0.21029  C33 1.096
47 H 0.45020 -5.95263 -1.16853  C35 1.094
48 H 0.33470 -5.70185 -2.91701  C35 1.093
49 H -0.91078 -5.00178 -1.85283  C35 1.093
50 C 8.89572 -3.13511 -2.75813  O51 1.418, H59 1.091, H60 1.093, H61 1.096
51 O 9.55757 -2.33474 -3.72402  C50 1.418, C52 1.428
52 C 9.13073 -2.61753 -5.05708  O51 1.428, C53 1.531, H62 1.099, H63 1.096
53 C 9.18767 -1.35479 -5.92088  C52 1.531, O54 1.435, H64 1.097, H65 1.091
54 O 8.12506 -0.42768 -5.65605  C53 1.435, C55 1.435
55 C 8.20295 0.28414 -4.41265  O54 1.435, C56 1.531, H66 1.092, H67 1.096
56 C 9.32908 1.32111 -4.36850  C55 1.531, O57 1.428, H68 1.093, H69 1.096
57 O 10.59121 0.67975 -4.17964  C56 1.428, C58 1.418
58 C 11.66737 1.42103 -4.72953  O57 1.418, H70 1.094, H71 1.093, H72 1.093
59 H 9.17954 -4.18216 -2.87735  C50 1.091
60 H 9.19637 -2.79132 -1.76513  C50 1.093
61 H 7.80873 -3.02583 -2.84134  C50 1.096
62 H 8.10550 -3.01328 -5.06261  C52 1.099
63 H 9.80929 -3.37599 -5.46517  C52 1.096
64 H 9.05300 -1.65790 -6.96611  C53 1.097
65 H 10.16116 -0.86427 -5.86654  C53 1.091
66 H 8.24909 -0.40525 -3.56707  C55 1.092
67 H 7.25049 0.81946 -4.32474  C55 1.096
68 H 9.17546 1.99928 -3.52467  C56 1.093
69 H 9.32176 1.89927 -5.29983  C56 1.096
70 H 11.49127 1.63413 -5.78806  C58 1.094
71 H 12.57363 0.81453 -4.65220  C58 1.093
72 H 11.81019 2.35116 -4.17288  C58 1.093
73 C -5.50317 5.33242 1.19428  O74 1.418, H82 1.091, H83 1.093, H84 1.096
74 O -5.19044 4.85509 2.49272  C73 1.418, C75 1.428
75 C -3.82650 5.08423 2.84821  O74 1.428, C76 1.531, H85 1.099, H86 1.096
76 C -3.69476 5.32394 4.35456  C75 1.531, O77 1.435, H87 1.097, H88 1.091
77 O -4.14023 6.62243 4.77203  C76 1.435, C78 1.435
78 C -5.55798 6.84195 4.74772  O77 1.435, C79 1.531, H89 1.092, H90 1.096
79 C -6.31834 6.06267 5.82475  C78 1.531, O80 1.428, H91 1.093, H92 1.096
80 O -6.43781 4.68807 5.45571  C79 1.428, C81 1.418
81 C -6.53918 3.82869 6.57873  O80 1.418, H93 1.094, H94 1.093, H95 1.093
82 H -4.96494 4.75528 0.44043  C73 1.091
83 H -6.57850 5.21604 1.03697  C73 1.093
84 H -5.25899 6.39649 1.10183  C73 1.096
85 H -3.42302 5.95177 2.30754  C75 1.099
86 H -3.25865 4.19014 2.56469  C75 1.096
87 H -2.62818 5.28929 4.60699  C76 1.097
88 H -4.17415 4.53636 4.93864  C76 1.091
89 H -5.96628 6.66495 3.75055  C78 1.092
90 H -5.68950 7.91092 4.95145  C78 1.096
91 H -7.33002 6.46439 5.92810  C79 1.093
92 H -5.79202 6.16465 6.78093  C79 1.096
93 H -5.69654 3.97909 7.26010  C81 1.094
94 H -6.50607 2.79596 6.22168  C81 1.093
95 H -7.48508 3.99719 7.10055  C81 1.093

Its total charge is +1. Its HOMO energy is -10.0 eV.

Here are the Mulliken charges for atoms 1 to 8, given in e: number 1, N, carries -0.599; number 2, C, carries -0.299; number 3, N, carries -0.148; number 4, C, carries 0.308; number 5, N, carries -0.459; number 6, C, carries 0.049; number 7, N, carries -0.343; number 8, N, carries 0.372

---

Below is a 10-piece molecular cluster, C22H64O18 overall in a non-equilibrium geometry, with properties calculated with the ωB97M-V functional and the def2-TZVPD basis.

Last columns: bonded neighbours and bond lengths (Å).
Positions of all 104 atoms, in Å:
1 C 18.66100 33.67200 22.63600  C2 1.559, H5 1.099, H6 1.049, H7 1.025
2 C 17.26300 33.10000 22.24900  C1 1.559, C3 1.500, O4 1.507, H8 1.002
3 C 17.12100 32.94600 20.76400  C2 1.500, H9 1.118, H10 1.100, H11 1.177
4 O 17.00300 31.72200 22.80100  C2 1.507, H12 0.891
5 H 18.75000 34.65700 22.15600  C1 1.099
6 H 19.25900 32.91000 22.23300  C1 1.049
7 H 18.88400 33.88700 23.61300  C1 1.025
8 H 16.53500 33.72300 22.54100  C2 1.002
9 H 17.22600 33.92600 20.23700  C3 1.118
10 H 16.28900 32.43100 20.26200  C3 1.100
11 H 18.06900 32.37900 20.35700  C3 1.177
12 H 16.69500 31.83500 23.62900  O4 0.891
13 C 24.65400 34.81800 24.53500  C14 1.598, H17 1.068, H18 1.190, H19 1.065
14 C 25.10600 33.59100 25.45300  C13 1.598, C15 1.539, O16 1.420, H20 1.104
15 C 24.30200 32.29200 25.26500  C14 1.539, H21 1.121, H22 1.130, H23 1.010
16 O 26.48600 33.40400 25.17800  C14 1.420, H24 0.914
17 H 23.63900 35.05100 24.77100  C13 1.068
18 H 25.12400 34.35300 23.54500  C13 1.190
19 H 25.03700 35.78500 24.76600  C13 1.065
20 H 25.13500 33.81900 26.53300  C14 1.104
21 H 24.17600 31.98800 24.19300  C15 1.121
22 H 23.37100 32.34700 25.90300  C15 1.130
23 H 24.67400 31.42200 25.61900  C15 1.010
24 H 26.97500 32.68000 25.44700  O16 0.914
25 O 17.71100 26.87000 25.14200  C26 1.409, H29 0.941
26 C 18.61000 26.01800 25.81400  O25 1.409, C27 1.495, H30 1.144, H31 1.158
27 C 17.85800 25.04500 26.66500  C26 1.495, O28 1.438, H32 0.949, H33 1.025
28 O 18.82900 24.05300 27.04000  C27 1.438, H34 0.983
29 H 17.14300 27.29500 25.76100  O25 0.941
30 H 19.11700 25.20900 25.18400  C26 1.144
31 H 19.29100 26.61100 26.53900  C26 1.158
32 H 17.14400 24.67000 26.16400  C27 0.949
33 H 17.45800 25.48600 27.49900  C27 1.025
34 H 19.30300 23.75500 26.23200  O28 0.983
35 O 19.84300 31.81800 27.33500  C36 1.405, H39 0.853
36 C 20.27400 31.47200 26.04300  O35 1.405, C37 1.554, H40 1.071, H41 1.249
37 C 20.99200 30.09400 26.00300  C36 1.554, O38 1.338, H42 1.109, H43 0.998
38 O 21.66700 30.05000 24.84900  C37 1.338, H44 0.985
39 H 20.54900 32.17400 27.65400  O35 0.853
40 H 19.55500 31.67000 25.27400  C36 1.071
41 H 21.21300 32.24900 25.77100  C36 1.249
42 H 20.27500 29.28600 26.25200  C37 1.109
43 H 21.69000 30.00300 26.71000  C37 0.998
44 H 21.10800 29.50800 24.24600  O38 0.985
45 O 20.39300 27.79700 31.51700  C46 1.392, H49 1.030
46 C 20.04200 27.95100 30.17900  O45 1.392, C47 1.497, H50 1.151, H51 1.119
47 C 19.18400 29.15600 29.95200  C46 1.497, O48 1.379, H52 1.115, H53 1.186
48 O 18.85500 29.44100 28.64400  C47 1.379, H54 0.960
49 H 19.50600 27.57100 31.99000  O45 1.030
50 H 21.00500 28.13400 29.57500  C46 1.151
51 H 19.43200 27.07500 29.84200  C46 1.119
52 H 19.66300 29.97400 30.54000  C47 1.115
53 H 18.12500 28.89200 30.41600  C47 1.186
54 H 18.95400 30.39500 28.61300  O48 0.960
55 O 21.22500 32.64300 29.62000  C56 1.518, H59 0.928
56 C 22.71000 32.95400 29.66900  O55 1.518, C57 1.511, H60 1.116, H61 1.181
57 C 23.27400 32.43600 30.97200  C56 1.511, O58 1.410, H62 1.074, H63 1.089
58 O 24.68300 32.38800 30.96500  C57 1.410, H64 0.971
59 H 20.83900 33.16600 30.28300  O55 0.928
60 H 23.28600 32.25900 29.01200  C56 1.116
61 H 23.04900 34.08500 29.63900  C56 1.181
62 H 22.85700 31.44800 30.91800  C57 1.074
63 H 22.92500 32.81100 31.93300  C57 1.089
64 H 25.03800 32.71600 31.80700  O58 0.971
65 O 16.45800 28.35900 27.27700  C66 1.427, H69 0.988
66 C 15.66500 29.33900 26.60800  O65 1.427, C67 1.517, H70 0.932, H71 1.064
67 C 16.58200 30.30700 25.88500  C66 1.517, O68 1.409, H72 1.019, H73 1.089
68 O 15.92400 31.48500 25.48000  C67 1.409, H74 0.925
69 H 16.78200 28.76200 28.11900  O65 0.988
70 H 15.20600 28.94000 25.90200  C66 0.932
71 H 15.05700 29.77300 27.36600  C66 1.064
72 H 16.90200 29.89200 25.01100  C67 1.019
73 H 17.23100 30.68000 26.67600  C67 1.089
74 H 15.62800 32.06100 26.14100  O68 0.925
75 O 23.72200 27.78300 25.16000  C76 1.439, H79 1.018
76 C 23.87000 26.78900 24.13000  O75 1.439, C77 1.530, H80 1.008, H81 1.165
77 C 22.76300 25.82500 23.69700  C76 1.530, O78 1.304, H82 1.063, H83 1.219
78 O 23.09700 25.25800 22.57100  C77 1.304, H84 0.862
79 H 23.11000 28.52200 24.82000  O75 1.018
80 H 24.07400 27.45900 23.40500  C76 1.008
81 H 24.76200 26.12000 24.46800  C76 1.165
82 H 21.84000 26.33400 23.55900  C77 1.063
83 H 22.27000 25.06600 24.51300  C77 1.219
84 H 22.60300 24.90800 21.95800  O78 0.862
85 O 25.45800 30.49600 28.84200  C86 1.391, H89 0.949
86 C 24.69500 29.33400 28.88000  O85 1.391, C87 1.524, H90 1.039, H91 1.213
87 C 25.28600 28.32000 27.90800  C86 1.524, O88 1.400, H92 1.162, H93 1.091
88 O 24.31700 27.33500 27.68300  C87 1.400, H94 0.890
89 H 24.97100 31.14700 29.33100  O85 0.949
90 H 24.59300 28.85300 29.79500  C86 1.039
91 H 23.55800 29.41300 28.46400  C86 1.213
92 H 26.18600 27.66400 28.24100  C87 1.162
93 H 25.52300 28.84800 26.98300  C87 1.091
94 H 24.01100 27.60400 26.89200  O88 0.890
95 O 19.89800 28.17700 23.64400  C96 1.406, H99 0.971
96 C 19.54100 29.09800 22.64400  O95 1.406, C97 1.486, H100 1.106, H101 1.036
97 C 18.20400 28.67800 22.14900  C96 1.486, O98 1.377, H102 0.881, H103 1.066
98 O 17.80700 29.41300 21.05400  C97 1.377, H104 0.996
99 H 19.11800 27.89400 24.14800  O95 0.971
100 H 19.60600 30.20100 22.68700  C96 1.106
101 H 20.24600 29.14900 21.88700  C96 1.036
102 H 17.55600 28.65100 22.74500  C97 0.881
103 H 18.46200 27.67200 21.90900  C97 1.066
104 H 17.81400 30.38700 21.26200  O98 0.996

Its HOMO energy is -9.4 eV. As for the structure (SMILES): CC(C)O.CC(C)O.OCCO.OCCO.OCCO.OCCO.OCCO.OCCO.OCCO.OCCO. The value obtained for the relative energy (zero: lowest compared OMol25 entry of this formula, charge and spin) is 288.51 kcal/mol.

Here are the Mulliken charges for atoms 1 to 8, given in e: number 1, C, carries -1.346; number 2, C, carries 0.572; number 3, C, carries -1.511; number 4, O, carries -0.415; number 5, H, carries 0.389; number 6, H, carries 0.271; number 7, H, carries 0.378; number 8, H, carries 0.576

---

Number 1: Kohn-Sham gap 5.767 eV, electronic energy -2442.83923 Eh. Number 2: Kohn-Sham gap 9.507 eV, electronic energy -2230.37506 Eh.